Record 1
ORCA calculation (the ωB97M-V functional and the def2-TZVPD basis) on the molecule C3H7N3S2.

Each atom is followed by the atoms it is bonded to, with distances in Å.
Atoms and positions in Å:
1 C 2.20 -0.56 0.13  C2 1.483, N11 1.346, N12 1.324
2 C 1.40 0.58 0.64  C1 1.483, H7 1.229, H8 1.160, S14 1.758
3 C -1.27 0.99 0.09  H9 1.234, N13 1.385, S14 1.858
4 H 1.86 -2.28 -0.89  N11 1.013
5 H 0.42 -1.67 -0.43  N11 1.030
6 H 3.84 -1.68 0.03  N12 1.090
7 H 0.61 -0.23 1.13  C2 1.229
8 H 2.06 1.31 1.25  C2 1.160
9 H -2.14 1.85 -0.05  C3 1.234
10 H -3.44 -1.32 1.42  S15 1.646
11 N 1.42 -1.44 -0.52  C1 1.346, H4 1.013, H5 1.030
12 N 3.52 -0.65 0.14  C1 1.324, H6 1.090
13 N -1.36 -0.38 0.21  C3 1.385, S15 1.739
14 S 0.42 1.65 -0.35  C2 1.758, C3 1.858
15 S -3.05 -0.70 -0.06  H10 1.646, N13 1.739

Energy relative to the best compared isomer or geometry (same formula, charge and spin), kJ/mol: 420.95
Kohn-Sham gap, Eh: 0.3192
E_HOMO, eV: -9.049
Total charge: 0
LUMO level, eV: -0.364
SMILES string: [H]/N=C(\N)CS/C=N/S

How is the electron density shared among the atoms? According to Löwdin, the charges in e are: -0.620, -0.505, -0.537, 0.099, 0.082, 0.067, 0.128, 0.104, 0.114, -0.014, 0.088, 0.070, -0.511, 0.856, 0.578

Record 2
ORCA calculation (the ωB97M-V functional and the def2-TZVPD basis) on a 2-piece molecular cluster, C3H7N3S2 overall.

Each atom is followed by the atoms it is bonded to, with distances in Å.
Atoms and positions in Å:
1 C 1.94 0.67 -0.59  C2 1.298, N4 1.242
2 C 1.55 1.91 -0.56  C1 1.298, H9 1.137, H10 1.097
3 C -1.21 -1.29 1.72  S8 1.871, H11 1.033, H12 0.977, H13 1.171
4 N 2.34 -0.51 -0.64  C1 1.242, H14 1.039
5 N -1.44 0.07 -1.30  N6 1.257, S7 1.647, H15 1.064
6 N -0.81 -1.01 -1.19  N5 1.257, S8 1.596
7 S -1.94 1.13 -0.14  N5 1.647
8 S -0.67 -1.98 0.07  C3 1.871, N6 1.596
9 H 2.05 2.82 -1.02  C2 1.137
10 H 0.57 2.04 -0.08  C2 1.097
11 H -0.42 -0.81 2.18  C3 1.033
12 H -1.55 -2.09 2.17  C3 0.977
13 H -2.14 -0.61 1.50  C3 1.171
14 H 2.93 -0.91 0.11  N4 1.039
15 H -1.19 0.56 -2.21  N5 1.064

Energy relative to the best compared isomer or geometry (same formula, charge and spin), kJ/mol: 231.79
Kohn-Sham gap (alpha / beta), Eh: 0.2681 / 0.2518
2S+1: 3
E_HOMO (alpha / beta), eV: -6.546 / -9.055
Total charge: 0
LUMO level (alpha / beta), eV: 0.750 / -2.203

How is the electron density shared among the atoms? According to Löwdin, the charges in e are: -0.299, -0.037, -0.357, 0.117, -0.643, -0.525, 0.672, 0.850, 0.086, -0.007, 0.003, -0.053, -0.002, 0.087, 0.109

Record 3
ORCA calculation (the ωB97M-V functional and the def2-TZVPD basis) on an isolated ion of composition C3H7N4 and charge +1.

Each atom is followed by the atoms it is bonded to, with distances in Å.
Atoms and positions in Å:
1 C 0.15 1.41 -0.08  N4 1.338, N5 1.303, H8 1.142
2 C 1.98 0.09 0.14  N4 1.285, N6 1.353, H9 1.136
3 C -0.20 -0.99 -0.32  N5 1.495, N6 1.459, H10 1.158, H11 1.119
4 N 1.47 1.27 0.09  C1 1.338, C2 1.285
5 N -0.68 0.40 -0.06  C1 1.303, C3 1.495, N7 1.402
6 N 1.24 -1.02 -0.07  C2 1.353, C3 1.459, H12 0.997
7 N -2.03 0.71 0.17  N5 1.402, H13 1.080, H14 1.040
8 H -0.23 2.49 -0.13  C1 1.142
9 H 3.00 -0.20 0.52  C2 1.136
10 H -0.61 -1.59 0.58  C3 1.158
11 H -0.74 -1.25 -1.27  C3 1.119
12 H 1.65 -1.92 0.00  N6 0.997
13 H -2.34 0.15 1.04  N7 1.080
14 H -2.65 0.45 -0.62  N7 1.040

Energy relative to the best compared isomer or geometry (same formula, charge and spin), kJ/mol: 209.58
Kohn-Sham gap, Eh: 0.3516
E_HOMO, eV: -14.467
Total charge: +1
LUMO level, eV: -4.900
SMILES string: NN1C=NC=[NH+]C1

How is the electron density shared among the atoms? According to Löwdin, the charges in e are: -0.059, -0.111, -0.060, 0.108, -0.160, 0.086, 0.094, 0.185, 0.178, 0.162, 0.153, 0.148, 0.154, 0.123

Record 4
ORCA calculation (the ωB97M-V functional and the def2-TZVPD basis) on an isolated ion of composition C3H7N4O and charge +1.

Each atom is followed by the atoms it is bonded to, with distances in Å.
Atoms and positions in Å:
1 C -2.82 -0.27 0.10  N4 1.206, O8 1.158
2 C -0.18 -0.70 -0.02  N6 1.351, N7 1.413, H9 1.043
3 C 1.07 1.34 -0.06  N6 1.443, H10 1.043, H11 1.145, H12 1.205
4 N -2.38 0.86 0.08  C1 1.206, N5 1.333
5 N -1.21 1.49 0.06  N4 1.333, N6 1.320
6 N -0.19 0.65 0.06  C2 1.351, C3 1.443, N5 1.320
7 N 1.13 -1.22 0.12  C2 1.413, H13 1.025, H14 1.013, H15 1.008
8 O -3.40 -1.26 0.02  C1 1.158
9 H -0.95 -1.28 -0.42  C2 1.043
10 H 1.63 1.26 -0.94  C3 1.043
11 H 0.80 2.45 -0.02  C3 1.145
12 H 1.88 0.93 0.74  C3 1.205
13 H 1.79 -0.70 0.70  N7 1.025
14 H 1.61 -1.35 -0.76  N7 1.013
15 H 1.22 -2.19 0.35  N7 1.008

Energy relative to the best compared isomer or geometry (same formula, charge and spin), kJ/mol: 531.57
Kohn-Sham gap, Eh: 0.3078
E_HOMO, eV: -12.698
Total charge: +1
LUMO level, eV: -4.322

How is the electron density shared among the atoms? According to Löwdin, the charges in e are: -0.308, -0.089, 0.000, 0.119, 0.088, -0.181, 0.178, 0.214, 0.107, 0.079, 0.144, 0.143, 0.149, 0.175, 0.182

Record 5
ORCA calculation (the ωB97M-V functional and the def2-TZVPD basis) on the molecule C3H7N5.

Each atom is followed by the atoms it is bonded to, with distances in Å.
Atoms and positions in Å:
1 C -0.53 -0.77 -0.38  C2 1.501, N6 1.356, N8 1.264
2 C 0.15 0.57 -0.31  C1 1.501, N3 1.397, C5 1.341
3 N -0.62 1.67 -0.69  C2 1.397, H9 1.007, H10 1.011
4 N 2.17 -0.34 0.65  C5 1.378, H13 1.009, H14 1.016
5 C 1.40 0.69 0.17  C2 1.341, N4 1.378, H15 1.083
6 N -1.03 -0.98 0.86  C1 1.356, N7 1.217
7 N -2.04 -0.67 1.46  N6 1.217, H11 1.043
8 N -0.42 -1.55 -1.37  C1 1.264, H12 1.017
9 H -1.48 1.43 -1.17  N3 1.007
10 H -0.75 2.40 -0.01  N3 1.011
11 H -2.77 -0.21 0.89  N7 1.043
12 H -0.93 -2.43 -1.27  N8 1.017
13 H 3.16 -0.22 0.54  N4 1.009
14 H 1.84 -1.26 0.38  N4 1.016
15 H 1.84 1.68 0.25  C5 1.083

Energy relative to the best compared isomer or geometry (same formula, charge and spin), kJ/mol: 288.47
Kohn-Sham gap, Eh: 0.2903
E_HOMO, eV: -7.540
Total charge: 0
LUMO level, eV: 0.359
SMILES string: [H]\N=N/C(=N\[H])C(/N)=C\N

How is the electron density shared among the atoms? According to Löwdin, the charges in e are: -0.464, -0.333, 0.081, 0.052, -0.159, -0.007, 0.101, 0.166, 0.077, 0.084, 0.064, 0.052, 0.083, 0.083, 0.120

Record 6
ORCA calculation (the ωB97M-V functional and the def2-TZVPD basis) on the molecule C3H7N5.

Each atom is followed by the atoms it is bonded to, with distances in Å.
Atoms and positions in Å:
1 C 1.36 -0.23 0.02  C2 1.320, N11 1.475, N15 1.362
2 C 0.56 0.80 -0.22  C1 1.320, H6 1.179, N12 1.357
3 C -0.92 -0.96 -0.03  N12 1.436, N14 1.235, N15 1.424
4 H 3.02 0.91 0.47  N11 1.187
5 H 3.05 -0.41 -0.79  N11 1.148
6 H 0.70 1.94 0.03  C2 1.179
7 H -2.18 1.18 1.16  N13 1.121
8 H -2.33 1.79 -0.65  N13 1.133
9 H -2.87 -1.20 0.37  N14 1.105
10 H 0.67 -2.38 -0.44  N15 1.192
11 N 2.80 -0.24 0.32  C1 1.475, H4 1.187, H5 1.148
12 N -0.73 0.41 -0.41  C2 1.357, C3 1.436, N13 1.435
13 N -1.69 1.31 0.16  H7 1.121, H8 1.133, N12 1.435
14 N -1.90 -1.69 0.16  C3 1.235, H9 1.105
15 N 0.47 -1.23 -0.18  C1 1.362, C3 1.424, H10 1.192

Energy relative to the best compared isomer or geometry (same formula, charge and spin), kJ/mol: 496.63
Kohn-Sham gap, Eh: 0.3001
E_HOMO, eV: -7.428
Total charge: 0
LUMO level, eV: 0.738
SMILES string: [H]/N=c1/[nH]c(N)cn1N

How is the electron density shared among the atoms? According to Löwdin, the charges in e are: -0.443, -0.154, -0.481, 0.159, 0.135, 0.149, 0.140, 0.139, 0.097, 0.245, 0.028, -0.146, -0.033, 0.106, 0.059

Record 7
ORCA calculation (the ωB97M-V functional and the def2-TZVPD basis) on the molecule C3H7N5.

Each atom is followed by the atoms it is bonded to, with distances in Å.
Atoms and positions in Å:
1 C -2.40 0.04 -0.20  H4 1.282, H5 1.230, H6 1.254, N11 1.526
2 C -0.28 -1.52 0.15  H7 1.076, N11 1.323, N12 1.340
3 C 1.19 -0.09 -0.04  N12 1.392, N13 1.218, N14 1.438
4 H -2.08 1.21 0.21  C1 1.282
5 H -3.14 -0.22 0.75  C1 1.230
6 H -3.04 -0.23 -1.25  C1 1.254
7 H -0.94 -2.36 0.01  C2 1.076
8 H 2.65 1.17 -0.60  N13 1.010
9 H -0.03 2.28 -0.41  N15 0.853
10 H 0.26 1.79 1.20  N15 1.014
11 N -0.95 -0.39 -0.01  C1 1.526, C2 1.323, N14 1.320
12 N 1.05 -1.45 0.20  C2 1.340, C3 1.392
13 N 2.34 0.29 -0.21  C3 1.218, H8 1.010
14 N -0.07 0.58 -0.17  C3 1.438, N11 1.320, N15 1.324
15 N -0.18 1.81 0.29  H9 0.853, H10 1.014, N14 1.324

Energy relative to the best compared isomer or geometry (same formula, charge and spin), kJ/mol: 583.16
Kohn-Sham gap, Eh: 0.3102
E_HOMO, eV: -7.822
Total charge: 0
LUMO level, eV: 0.620
SMILES string: [H]/N=c1/ncn(C)n1N

How is the electron density shared among the atoms? According to Löwdin, the charges in e are: -0.043, -0.153, -0.528, 0.129, 0.104, 0.126, 0.126, 0.040, -0.003, 0.138, -0.165, 0.134, 0.135, -0.172, 0.131

Record 8
ORCA calculation (the ωB97M-V functional and the def2-TZVPD basis) on an isolated ion of composition C3H7N6 and charge -1.

Each atom is followed by the atoms it is bonded to, with distances in Å.
Atoms and positions in Å:
1 C -1.17 0.23 -0.19  N4 1.297, N5 1.294, N9 1.386
2 C 1.51 -1.10 0.51  C3 1.561, H10 1.142, H11 1.145, H12 1.095
3 C 1.13 -0.30 -0.78  C2 1.561, N9 1.454, H13 1.100, H14 1.174
4 N -1.58 -0.99 -0.29  C1 1.297, N6 1.352
5 N -2.07 1.08 0.19  C1 1.294, N7 1.322
6 N -2.83 -0.93 0.23  N4 1.352, N7 1.323
7 N -3.11 0.33 0.52  N5 1.322, N6 1.323
8 N 0.49 1.91 0.01  N9 1.482, H15 1.055, H16 0.985
9 N 0.05 0.67 -0.68  C1 1.386, C3 1.454, N8 1.482
10 H 0.54 -1.67 0.68  C2 1.142
11 H 2.40 -1.79 0.28  C2 1.145
12 H 1.85 -0.67 1.46  C2 1.095
13 H 2.04 0.21 -1.13  C3 1.100
14 H 0.71 -1.03 -1.60  C3 1.174
15 H -0.42 2.42 -0.16  N8 1.055
16 H 0.44 1.63 0.95  N8 0.985

Kohn-Sham gap, Eh: 0.2918
E_HOMO, eV: -3.932
Total charge: -1
LUMO level, eV: 4.007

How is the electron density shared among the atoms? According to Löwdin, the charges in e are: -0.614, -0.128, -0.273, -0.002, -0.032, -0.141, -0.147, 0.040, -0.187, 0.061, 0.068, 0.044, 0.087, 0.131, 0.065, 0.027

Record 9
ORCA calculation (the ωB97M-V functional and the def2-TZVPD basis) on the molecule C3H7NO.

Each atom is followed by the atoms it is bonded to, with distances in Å.
Atoms and positions in Å:
1 C -0.93 -1.59 -0.99  O2 1.424, H6 1.094, H7 1.094, H8 1.090
2 O -0.67 -0.28 -1.49  C1 1.424, C3 1.340
3 C -0.06 0.53 -0.62  O2 1.340, N4 1.261, H9 1.097
4 N 0.26 0.19 0.55  C3 1.261, C5 1.446
5 C 0.93 1.17 1.38  N4 1.446, H10 1.102, H11 1.095, H12 1.096
6 H -0.01 -2.08 -0.68  C1 1.094
7 H -1.61 -1.55 -0.13  C1 1.094
8 H -1.40 -2.14 -1.82  C1 1.090
9 H 0.12 1.51 -1.07  C3 1.097
10 H 1.08 2.14 0.89  C5 1.102
11 H 0.36 1.32 2.30  C5 1.095
12 H 1.92 0.78 1.68  C5 1.096

Energy relative to the best compared isomer or geometry (same formula, charge and spin), kJ/mol: 138.34
Kohn-Sham gap, Eh: 0.3988
E_HOMO, eV: -9.718
Total charge: 0
LUMO level, eV: 1.135
SMILES string: C/N=C/OC

How is the electron density shared among the atoms? According to Löwdin, the charges in e are: -0.089, -0.102, -0.280, -0.005, -0.144, 0.087, 0.088, 0.088, 0.141, 0.071, 0.073, 0.073

Record 10
ORCA calculation (the ωB97M-V functional and the def2-TZVPD basis) on the molecule C3H7NO.

Each atom is followed by the atoms it is bonded to, with distances in Å.
Atoms and positions in Å:
1 C -1.26 -0.80 0.17  H4 1.142, H5 1.168, H6 1.157, N11 1.440
2 C 0.44 0.88 -0.01  C3 1.526, H8 1.084, H9 1.119, N11 1.449
3 C 1.65 -0.05 0.04  C2 1.526, H10 1.105, O12 1.202
4 H -1.65 -0.36 1.15  C1 1.142
5 H -0.43 -1.56 0.47  C1 1.168
6 H -2.03 -1.36 -0.49  C1 1.157
7 H -1.36 0.80 -1.09  N11 1.006
8 H 0.29 1.27 1.00  C2 1.084
9 H 0.86 1.74 -0.59  C2 1.119
10 H 2.59 0.39 0.42  C3 1.105
11 N -0.66 0.21 -0.67  C1 1.440, C2 1.449, H7 1.006
12 O 1.57 -1.16 -0.40  C3 1.202

Energy relative to the best compared isomer or geometry (same formula, charge and spin), kJ/mol: 185.17
Kohn-Sham gap, Eh: 0.3660
E_HOMO, eV: -8.934
Total charge: 0
LUMO level, eV: 1.027
SMILES string: CNCC=O

How is the electron density shared among the atoms? According to Löwdin, the charges in e are: -0.160, -0.217, -0.254, 0.084, 0.094, 0.105, 0.101, 0.105, 0.131, 0.116, -0.146, 0.038